A cluster of 9 separate species, C52H115F5N7O8S3 in total in a non-equilibrium geometry. Source: the OMol25 dataset; level of theory: ωB97M-V with the def2-TZVPD basis set.

Values from the calculation:
Kohn-Sham gap ... 5.099 eV
HOMO level ... -0.37532 hartree
F_max ... 10.31 eV Å⁻¹
Electronic energy ... -128658.934 eV
LUMO level ... -5.114 eV

```
! wB97M-V def2-TZVPD RIJCOSX def2/J DEFGRID3
* xyz 3 1
C -0.36 -1.34 1.19
C 0.00 -0.65 -0.18
C -1.19 -0.79 -1.06
O 0.37 0.65 0.10
H -1.02 -0.76 1.82
H 0.54 -1.44 1.80
H -0.85 -2.32 1.17
H 0.74 -1.23 -0.73
H -2.00 -0.21 -0.62
H -1.48 -1.84 -1.17
H -1.04 -0.37 -2.06
C 0.16 -7.75 4.95
C -0.52 -6.42 5.25
C -0.81 -6.35 6.79
N -0.74 -4.92 7.37
C -1.41 -3.86 6.46
C 0.64 -4.37 7.79
C 0.48 -3.53 9.08
C -0.94 -3.70 9.40
C -1.47 -4.98 8.71
H 1.07 -7.74 5.55
H 0.61 -7.82 3.96
H -0.54 -8.58 5.05
H -1.37 -6.36 4.56
H 0.25 -5.71 4.95
H 0.02 -6.77 7.36
H -1.75 -6.86 7.02
H -2.49 -4.05 6.50
H -0.99 -3.96 5.46
H -1.10 -2.92 6.89
H 1.08 -3.80 6.97
H 1.33 -5.18 8.00
H 0.88 -2.52 8.99
H 1.06 -3.98 9.89
H -1.64 -2.90 9.17
H -1.01 -3.82 10.48
H -2.54 -5.04 8.52
H -1.14 -5.91 9.18
C 2.74 5.05 -9.77
C 2.02 4.37 -8.59
C 2.65 4.52 -7.17
N 2.09 3.50 -6.17
C 0.58 3.31 -6.12
C 2.55 3.84 -4.73
C 3.95 3.17 -4.53
C 4.23 2.27 -5.79
C 2.76 2.11 -6.36
H 3.76 4.67 -9.72
H 2.79 6.14 -9.71
H 2.28 4.68 -10.68
H 2.04 3.29 -8.78
H 0.97 4.65 -8.47
H 2.44 5.49 -6.72
H 3.74 4.53 -7.14
H 0.20 2.58 -5.41
H 0.31 2.87 -7.08
H 0.11 4.27 -5.89
H 1.89 3.51 -3.92
H 2.67 4.91 -4.58
H 4.10 2.62 -3.60
H 4.72 3.94 -4.47
H 4.71 1.34 -5.49
H 4.96 2.75 -6.43
H 2.06 1.46 -5.82
H 2.69 1.94 -7.43
C 7.77 -6.97 -1.19
C 6.29 -6.93 -1.64
C 5.98 -5.55 -2.30
N 4.55 -5.21 -2.64
C 3.61 -5.20 -1.40
C 4.48 -3.87 -3.43
C 3.21 -4.12 -4.24
C 3.24 -5.50 -4.78
C 4.01 -6.29 -3.70
H 8.06 -7.94 -0.80
H 8.12 -6.15 -0.56
H 8.34 -6.97 -2.12
H 5.69 -7.06 -0.74
H 6.19 -7.76 -2.34
H 6.48 -5.46 -3.27
H 6.25 -4.72 -1.65
H 3.58 -6.17 -0.91
H 2.61 -4.97 -1.79
H 4.03 -4.39 -0.81
H 4.38 -3.06 -2.72
H 5.44 -3.80 -3.96
H 2.37 -3.88 -3.59
H 3.08 -3.44 -5.08
H 2.26 -5.93 -4.99
H 3.75 -5.46 -5.74
H 3.49 -7.08 -3.16
H 4.89 -6.76 -4.15
C -6.04 4.08 2.20
C -5.12 4.63 1.22
C -3.73 4.94 1.71
N -2.87 5.67 0.63
C -2.89 4.95 -0.75
C -1.42 5.84 1.05
C -1.17 7.25 1.35
C -2.45 8.01 1.29
C -3.33 7.13 0.40
H -6.18 4.73 3.07
H -5.65 3.12 2.54
H -7.00 3.82 1.74
H -5.51 5.54 0.77
H -5.08 3.86 0.46
H -3.18 4.02 1.95
H -3.80 5.55 2.61
H -2.12 5.29 -1.44
H -3.88 4.88 -1.19
H -2.65 3.93 -0.44
H -0.75 5.47 0.27
H -1.26 5.19 1.91
H -0.40 7.65 0.69
H -0.76 7.32 2.36
H -2.26 8.97 0.81
H -2.94 8.15 2.25
H -3.16 7.32 -0.66
H -4.39 7.26 0.62
C -6.31 1.12 -4.99
C -6.48 -0.04 -4.03
C -7.58 0.21 -2.96
N -7.91 -0.98 -1.97
C -9.47 -0.84 -1.65
C -7.58 -2.44 -2.62
C -6.31 -3.03 -1.91
C -6.57 -2.56 -0.50
C -7.09 -1.11 -0.61
H -6.20 2.08 -4.48
H -7.14 0.99 -5.69
H -5.43 1.07 -5.63
H -5.54 -0.19 -3.50
H -6.66 -0.97 -4.57
H -8.48 0.42 -3.52
H -7.46 1.07 -2.30
H -9.89 -1.13 -2.61
H -9.74 0.17 -1.33
H -9.68 -1.55 -0.85
H -8.42 -3.02 -2.23
H -7.62 -2.53 -3.71
H -6.23 -4.11 -1.99
H -5.43 -2.56 -2.35
H -7.29 -3.09 0.13
H -5.62 -2.59 0.04
H -7.58 -0.66 0.26
H -6.23 -0.48 -0.83
C 4.43 4.72 2.08
C 4.81 3.39 2.71
C 4.67 3.34 4.23
N 4.53 1.96 4.95
C 3.28 1.21 4.47
C 4.33 2.19 6.47
C 5.10 1.02 7.12
C 6.37 0.95 6.27
C 5.76 1.07 4.86
H 4.20 4.58 1.03
H 5.29 5.39 2.03
H 3.54 5.14 2.57
H 5.80 3.09 2.36
H 4.02 2.79 2.26
H 3.71 3.79 4.50
H 5.35 4.04 4.72
H 3.13 0.34 5.11
H 3.61 0.84 3.50
H 2.41 1.85 4.54
H 3.26 2.35 6.64
H 4.82 3.12 6.76
H 4.56 0.07 7.17
H 5.32 1.13 8.18
H 6.85 -0.02 6.39
H 7.04 1.80 6.40
H 5.43 0.06 4.60
H 6.41 1.51 4.10
C -2.84 3.06 6.84
F -2.42 2.18 7.76
F -2.72 2.40 5.64
F -4.18 3.45 7.03
S -1.77 4.64 6.90
O -2.49 5.73 6.19
O -1.69 4.79 8.33
O -0.52 4.27 6.25
N -0.50 -1.10 -8.54
S 0.28 -1.83 -9.88
O -0.53 -2.66 -10.80
O 1.66 -2.32 -9.77
F 0.56 -0.49 -10.75
S -1.62 -2.06 -8.39
O -1.43 -3.52 -8.23
O -2.86 -1.62 -9.03
F -2.04 -1.54 -6.90
*
```

Atomic partial charges in e from the Mulliken method, atoms 1 to 99: C -1.24; C 0.79; C -1.22; O -0.90; H 0.30; H 0.24; H 0.33; H -0.15; H 0.21; H 0.35; H 0.30; C -1.48; C -0.42; C -0.59; N 0.25; C -1.11; C -0.57; C -0.50; C -0.72; C -0.69; H 0.39; H 0.39; H 0.34; H 0.36; H 0.33; H 0.40; H 0.41; H 0.29; H 0.44; H 0.49; H 0.40; H 0.31; H 0.30; H 0.33; H 0.32; H 0.43; H 0.45; H 0.44; C -1.36; C -0.26; C -0.77; N 0.16; C -1.15; C -0.73; C -0.42; C -0.76; C -0.55; H 0.35; H 0.35; H 0.38; H 0.30; H 0.39; H 0.43; H 0.39; H 0.44; H 0.49; H 0.38; H 0.37; H 0.30; H 0.39; H 0.28; H 0.37; H 0.34; H 0.48; H 0.41; C -1.37; C -0.11; C -0.89; N 0.17; C -0.99; C -0.49; C -0.77; C -0.65; C -0.49; H 0.38; H 0.35; H 0.36; H 0.28; H 0.31; H 0.44; H 0.41; H 0.32; H 0.45; H 0.34; H 0.38; H 0.38; H 0.26; H 0.52; H 0.32; H 0.36; H 0.37; H 0.33; C -1.52; C -0.04; C -0.78; N 0.47; C -1.44; C -0.66; C -0.46